1.
{
  "formula": "C28H52N3O6",
  "method": "the ωB97M-V functional and the def2-TZVPD basis",
  "symbols": ["C", "N", "C", "C", "O", "C", "N", "C", "C", "C", "C", "N", "H", "H", "H", "H", "H", "H", "H", "H", "H", "H", "H", "H", "C", "C", "C", "O", "C", "H", "H", "H", "H", "H", "H", "H", "H", "C", "C", "C", "O", "C", "H", "H", "H", "H", "H", "H", "H", "H", "C", "C", "C", "O", "C", "H", "H", "H", "H", "H", "H", "H", "H", "C", "C", "C", "O", "C", "H", "H", "H", "H", "H", "H", "H", "H", "C", "C", "C", "O", "C", "H", "H", "H", "H", "H", "H", "H", "H"],
  "xyz": [[-0.870, -0.237, -0.460], [-0.347, 0.997, -1.118], [-0.214, 2.155, -0.178], [-1.055, 1.334, -2.356], [-0.571, 0.877, -3.431], [-2.407, 2.178, -2.477], [-3.560, 1.566, -1.695], [-4.012, 2.380, -0.623], [-5.174, 1.779, 0.252], [-5.604, 0.382, -0.237], [-4.965, -0.278, -1.477], [-3.932, 0.390, -2.157], [-1.855, -0.073, 0.092], [-0.068, -0.580, 0.295], [-0.940, -1.099, -1.225], [-0.926, 3.026, -0.371], [-0.401, 1.781, 0.896], [0.858, 2.547, -0.223], [-2.219, 3.263, -2.141], [-2.759, 2.268, -3.572], [-3.573, 3.415, -0.384], [-5.587, 2.337, 1.148], [-6.422, -0.200, 0.312], [-5.314, -1.304, -1.850], [-5.368, -4.006, -5.797], [-4.103, -3.182, -5.703], [-4.525, -2.060, -4.775], [-5.521, -2.603, -3.894], [-5.930, -3.885, -4.395], [-5.198, -5.041, -6.099], [-6.056, -3.549, -6.516], [-3.309, -3.774, -5.237], [-3.739, -2.823, -6.667], [-4.983, -1.235, -5.331], [-3.691, -1.665, -4.189], [-5.513, -4.652, -3.733], [-7.019, -3.959, -4.371], [4.028, 0.473, -1.554], [5.288, 1.302, -1.430], [4.843, 2.419, -0.508], [3.831, 1.870, 0.349], [3.438, 0.590, -0.163], [4.209, -0.560, -1.855], [3.354, 0.931, -2.286], [6.075, 0.711, -0.949], [5.671, 1.665, -2.385], [4.394, 3.244, -1.072], [5.662, 2.816, 0.096], [3.844, -0.177, 0.506], [2.347, 0.514, -0.161], [-0.365, -0.264, 5.008], [0.786, 0.583, 4.509], [0.660, 0.434, 3.006], [-0.737, 0.245, 2.723], [-1.426, -0.006, 3.958], [-0.693, -0.009, 6.016], [-0.079, -1.321, 4.998], [0.628, 1.628, 4.796], [1.760, 0.269, 4.888], [1.197, -0.451, 2.648], [1.030, 1.309, 2.466], [-2.015, 0.886, 4.200], [-2.108, -0.850, 3.834], [9.622, 2.255, -4.562], [9.592, 1.052, -3.645], [9.183, 1.673, -2.324], [8.359, 2.805, -2.634], [8.462, 3.078, -4.038], [9.523, 2.004, -5.619], [10.560, 2.802, -4.425], [8.823, 0.349, -3.981], [10.542, 0.518, -3.589], [10.055, 2.035, -1.768], [8.629, 0.979, -1.688], [7.519, 2.778, -4.508], [8.604, 4.150, -4.195], [-4.721, -2.117, 7.480], [-3.933, -3.404, 7.582], [-2.707, -3.090, 6.748], [-2.475, -1.679, 6.865], [-3.621, -1.073, 7.479], [-5.441, -1.976, 8.288], [-5.264, -2.088, 6.529], [-3.643, -3.579, 8.623], [-4.477, -4.281, 7.227], [-2.877, -3.315, 5.690], [-1.822, -3.636, 7.082], [-3.343, -0.790, 8.500], [-3.899, -0.170, 6.930]],
  "total_energy_ha": -1713.30334,
  "e_homo_ev": -10.7,
  "spin_multiplicity": 1,
  "total_charge": 1,
  "orbital_gap_ev": 5.79
}

=====

2.
{
  "formula": "C28H52OP2Yb",
  "method": "the ωB97M-V functional and the def2-TZVPD basis",
  "symbols": ["Yb", "C", "C", "C", "C", "C", "C", "H", "H", "H", "C", "H", "H", "H", "C", "H", "H", "H", "C", "H", "H", "H", "C", "H", "H", "H", "C", "C", "C", "C", "C", "C", "C", "C", "H", "H", "H", "H", "H", "H", "H", "H", "H", "H", "H", "H", "P", "P", "C", "C", "H", "H", "H", "H", "C", "H", "H", "H", "C", "H", "H", "H", "C", "H", "H", "H", "C", "H", "H", "H", "C", "C", "C", "C", "O", "H", "H", "H", "H", "H", "H", "H", "H", "H"],
  "xyz": [[-1.953, 0.578, -1.635], [0.247, 0.234, 1.990], [0.975, 0.403, 0.787], [-0.832, 1.841, 0.761], [-0.815, 1.176, 2.014], [0.295, 1.374, -0.007], [0.517, -0.688, 3.121], [1.561, -0.663, 3.474], [0.236, -1.740, 2.931], [-0.096, -0.416, 3.997], [-1.793, 1.303, 3.137], [-1.415, 0.803, 4.044], [-2.730, 0.791, 2.838], [-2.011, 2.342, 3.438], [-1.863, 2.813, 0.287], [-2.458, 3.166, 1.145], [-2.646, 2.398, -0.419], [-1.394, 3.706, -0.176], [0.815, 1.946, -1.298], [1.833, 2.367, -1.163], [0.178, 2.749, -1.714], [0.984, 1.227, -2.129], [2.233, -0.259, 0.380], [3.083, 0.426, 0.542], [2.214, -0.512, -0.695], [2.391, -1.189, 0.946], [0.698, -3.217, -1.547], [1.793, -3.070, -0.771], [3.209, -3.199, -1.286], [3.360, -2.864, -2.822], [3.337, -1.421, -3.167], [2.244, -0.703, -3.485], [0.907, -0.976, -2.818], [0.408, -2.454, -2.806], [3.481, -4.259, -1.136], [2.664, -3.433, -3.426], [3.927, -2.587, -0.707], [0.848, -2.948, -3.684], [-0.076, -3.943, -1.270], [1.696, -3.113, 0.329], [-0.690, -2.433, -2.947], [0.993, -0.717, -1.747], [2.310, 0.213, -4.121], [0.144, -0.324, -3.305], [4.350, -3.240, -3.090], [4.326, -0.963, -3.278], [-1.091, -0.959, -5.895], [-1.520, 1.978, -6.160], [-1.807, -0.511, -7.581], [-2.206, 0.980, -7.631], [-2.711, -1.122, -7.754], [-1.088, -0.763, -8.386], [-1.893, 1.465, -8.575], [-3.304, 1.089, -7.547], [-1.949, 3.613, -6.924], [-1.439, 4.409, -6.360], [-3.036, 3.775, -6.851], [-1.651, 3.660, -7.986], [0.247, 1.982, -6.722], [0.338, 1.993, -7.822], [0.801, 1.117, -6.319], [0.712, 2.894, -6.312], [-2.443, -2.046, -5.307], [-2.216, -2.354, -4.278], [-2.508, -2.933, -5.949], [-3.392, -1.497, -5.322], [0.112, -2.292, -6.436], [0.193, -2.331, -7.544], [-0.259, -3.258, -6.037], [1.104, -2.069, -5.996], [-2.532, -3.189, 0.349], [-3.184, -1.803, 0.433], [-4.601, -1.672, -0.109], [-3.257, -1.388, 1.893], [-2.388, -0.884, -0.344], [-2.749, -3.841, 1.204], [-1.448, -3.058, 0.314], [-2.816, -3.717, -0.569], [-5.291, -2.321, 0.461], [-4.936, -0.629, -0.006], [-4.683, -1.906, -1.176], [-2.272, -1.209, 2.328], [-3.835, -0.471, 2.062], [-3.742, -2.178, 2.487]],
  "total_energy_ha": -3014.33143,
  "e_homo_ev": [-10.4, -10.3],
  "spin_multiplicity": 2,
  "total_charge": 1,
  "orbital_gap_ev": [7.00, 5.64]
}